1.
18
Properties=species:S:1:pos:R:3 method="wB97M-V/def2-TZVPD" relative_energy_ev=0.502 largest_force_ha_per_bohr=0.04180 smiles="CC(=O)C[C@H](C)C=O" total_energy_ev=-10478.66811
C 0.9056 0.3921 0.7600
C -0.1112 0.8629 -0.2860
C -2.3704 -0.1159 -1.1016
C 2.2194 -0.0829 0.1443
C -0.8870 -0.2867 -0.9098
C 0.2973 -0.6788 1.6423
O -0.3162 -1.3085 -1.2951
O -0.7758 -0.5192 2.2215
H 1.1514 1.2323 1.4221
H 0.8623 -1.6201 1.7488
H 0.3660 1.4383 -1.0866
H -0.8275 1.5306 0.2070
H -2.7594 0.6758 -0.4570
H -2.8733 -1.0481 -0.8288
H -2.5763 0.1312 -2.1452
H 2.0642 -0.7967 -0.6695
H 2.7795 0.7675 -0.2590
H 2.8513 -0.5740 0.8926

---

2.
8
Properties=species:S:1:pos:R:3 method="wB97M-V/def2-TZVPD" relative_energy_ev=4.420 largest_force_ha_per_bohr=0.08950 smiles="NC(=O)n1oo1" total_energy_ev=-10185.67663
C -0.1808 0.6733 -0.2793
N 1.3838 0.0584 -0.4537
N -1.0118 -0.0190 0.4466
O -0.3261 1.7256 -0.8419
O 1.1565 -1.2075 -0.8878
O 1.5899 -0.9725 0.4108
H -0.7714 -0.7426 1.0536
H -1.8401 0.4843 0.5517

---

3.
18
Properties=species:S:1:pos:R:3 method="wB97M-V/def2-TZVPD" relative_energy_ev=4.385 largest_force_ha_per_bohr=0.09240 total_energy_ev=-15772.48543
C 1.0033 -1.3184 0.2392
C -1.6580 -0.1329 0.4243
C -1.8793 2.1785 -0.3782
C 2.4926 0.4311 -0.3306
C -1.2856 -1.5019 0.1321
N 1.5679 -2.3681 0.6148
N -1.7653 0.7301 -0.4543
O 1.1865 -0.0673 0.0021
F -1.7745 -0.0587 1.7632
F -1.6842 -2.0212 -1.0148
H -0.8466 2.3583 -0.6796
H -2.3111 2.5284 0.5788
H -2.5710 2.4410 -1.1986
H 3.2020 -0.0448 0.5162
H 2.2920 1.4789 -0.3188
H 2.7615 0.0301 -1.2328
H -1.3764 -2.2780 0.8557
H 2.6464 -2.3852 0.4814